--- P ---
Entry from the Open Molecules 2025 dataset: a single C2H3N3O3 molecule (the ωB97M-V functional and the def2-TZVPD basis).

Properties
- HOMO (eV) = -9.854
- E_LUMO (Eh) = 0.01595
- SMILES = [H]/N=c1/[nH]o/c(=N/O)o1

The geometry in ORCA input format:
```
! wB97M-V def2-TZVPD RIJCOSX def2/J DEFGRID3
* xyz 0 1
H -1.758 -2.032 0.181
N -2.247 -1.124 0.213
C -1.350 -0.253 -0.134
N -1.489 1.178 -0.240
O -0.019 1.635 -0.166
C 0.808 0.615 -0.106
N 1.991 0.473 0.408
O 2.517 -0.716 -0.223
O -0.082 -0.522 -0.498
H -1.800 1.596 0.615
H 3.429 -0.849 -0.050
*
```

Löwdin atomic charge list, values in e, 8 entries: H 0.07; N 0.16; C -0.47; N 0.20; O 0.05; C -0.32; N 0.11; O -0.05

***

--- Q ---
Entry from the Open Molecules 2025 dataset: a molecular structure, C2H3N3O3 (the ωB97M-V functional and the def2-TZVPD basis).

Properties
- HOMO (eV) = -10.283
- E_LUMO (Eh) = -0.00856

The geometry in ORCA input format:
```
! wB97M-V def2-TZVPD RIJCOSX def2/J DEFGRID3
* xyz 0 1
C 1.517 0.021 0.072
C -0.480 0.813 -0.076
H -1.610 -1.771 1.187
H -2.316 -2.065 -0.441
H -2.296 0.620 0.469
N -1.789 -1.289 0.230
N -0.797 -0.508 -0.286
N 0.720 1.211 0.297
O 0.596 -1.041 -0.200
O 2.658 -0.202 -0.007
O -1.621 1.533 -0.153
*
```

Löwdin atomic charge list, values in e, 8 entries: C -0.51; C -0.47; H 0.15; H 0.20; H 0.29; N 0.03; N -0.13; N 0.22

***

Looking at the structures above, which would you pick as the most stable? I would pick Q.